Entry 1:
Entry from OMol25: the ion C5H15N3 with charge -1 (ωB97M-V/def2-TZVPD).

DFT total energy = -363.68425 hartree
relative energy (zero: lowest compared OMol25 entry of this formula, charge and spin) = 12.5 kcal/mol
total charge = -1
HOMO-LUMO gap (alpha / beta) = 2.548 / 8.748 eV
<S²> = 0.750
multiplicity = 2
lowest unoccupied orbital energy (alpha / beta) = 3.9 / 3.8 eV

Each line ends with the Löwdin charge.
Atoms and positions in Å:
C: -0.581 -0.520 0.132  -0.24
N: 0.538 -1.110 -0.592  -0.08
C: 0.131 -2.008 -1.640  -0.40
N: 1.205 -2.998 -1.886  -0.03
C: -0.131 0.641 1.016  -0.46
C: -0.304 0.356 2.504  -0.12
N: -0.808 1.893 0.693  -0.12
C: -0.202 2.698 -0.357  -0.43
H: -1.390 -0.166 -0.520  0.10
H: -1.093 -1.297 0.712  0.11
H: 1.100 -0.348 -0.967  0.05
H: 0.040 -1.421 -2.562  0.07
H: -0.774 -2.552 -1.396  0.10
H: 1.425 -3.083 -2.868  0.03
H: 2.035 -2.784 -1.355  0.04
H: 0.940 0.811 0.836  0.10
H: 0.122 -0.617 2.742  0.07
H: 0.294 1.057 3.094  0.05
H: -1.356 0.361 2.793  0.07
H: -1.131 2.361 1.524  0.07
H: 0.894 2.602 -0.364  0.00
H: -0.374 3.769 -0.210  0.01
H: -0.579 2.356 -1.330  0.02



Entry 2:
Entry from OMol25: a cluster of 3 separate species, C17H28BF6NO12S in total (ωB97M-V/def2-TZVPD).

DFT total energy = -2644.54191 hartree
total charge = 0
HOMO-LUMO gap = 9.864 eV
SMILES = C[C@H](O)C[C@]1(CCOC=O)OS(=O)(=O)O[C@]1(C)B(N)O.CCOC(=O)C(F)(F)F.CCOC(=O)C(F)(F)F
lowest unoccupied orbital energy = 0.4 eV

Each line ends with the Löwdin charge.
Atoms and positions in Å:
C: -0.963 -1.705 2.036  -0.03
C: -0.888 -0.688 3.167  -0.37
O: -2.186 -0.105 3.360  -0.04
C: 0.199 0.389 3.047  -0.03
C: 0.274 1.269 1.802  -0.34
C: 0.966 0.555 0.633  -0.07
C: 2.384 0.105 0.949  -0.12
O: 2.385 -1.359 1.057  -0.05
C: 3.347 -1.782 1.905  -0.37
O: 3.154 -2.560 2.788  0.10
O: 1.197 2.378 2.183  -0.15
S: 1.035 3.583 1.159  0.59
O: 2.108 3.577 0.229  -0.21
O: 0.758 4.761 1.913  -0.21
O: -0.272 3.068 0.458  -0.16
C: -0.951 2.099 1.389  -0.27
C: -1.992 1.400 0.533  0.01
B: -1.699 3.083 2.463  -0.54
N: -1.831 2.897 3.895  0.19
O: -2.315 4.146 1.855  0.16
H: -1.236 -1.244 1.088  0.06
H: -1.745 -2.426 2.274  0.09
H: -0.016 -2.235 1.926  0.08
H: -0.625 -1.249 4.069  0.15
H: -2.551 -0.445 4.179  0.10
H: 0.126 1.031 3.923  0.12
H: 1.144 -0.150 3.150  0.13
H: 0.403 -0.326 0.332  0.12
H: 0.995 1.197 -0.245  0.13
H: 2.742 0.492 1.902  0.13
H: 3.086 0.387 0.168  0.11
H: 4.343 -1.346 1.719  0.15
H: -2.515 0.635 1.100  0.08
H: -2.687 2.160 0.180  0.09
H: -1.507 0.985 -0.353  0.11
H: -2.580 2.278 4.174  0.08
H: -0.982 2.627 4.370  0.06
H: -1.967 4.987 2.172  0.12
C: -6.627 -0.448 -4.854  -0.06
C: -5.689 -1.428 -4.186  -0.19
O: -5.060 -0.846 -3.021  0.03
C: -5.793 -0.815 -1.920  -0.40
O: -6.907 -1.221 -1.773  0.17
C: -4.970 -0.192 -0.770  -0.54
F: -4.353 0.927 -1.163  0.16
F: -4.034 -1.065 -0.362  0.16
F: -5.750 0.098 0.264  0.18
H: -6.099 0.471 -5.108  0.08
H: -7.026 -0.887 -5.768  0.08
H: -7.461 -0.195 -4.201  0.08
H: -4.861 -1.689 -4.841  0.12
H: -6.201 -2.345 -3.895  0.13
C: 6.041 -3.649 -1.783  -0.06
C: 6.946 -2.528 -2.239  -0.19
O: 6.191 -1.461 -2.861  0.04
C: 5.586 -0.623 -2.041  -0.40
O: 5.601 -0.638 -0.844  0.16
C: 4.843 0.464 -2.853  -0.55
F: 4.136 -0.075 -3.851  0.17
F: 5.728 1.319 -3.378  0.17
F: 4.014 1.141 -2.066  0.17
H: 5.446 -4.022 -2.616  0.09
H: 6.641 -4.469 -1.388  0.08
H: 5.361 -3.314 -1.001  0.07
H: 7.631 -2.864 -3.013  0.13
H: 7.531 -2.117 -1.417  0.13